# 1
Here is a 3-piece molecular cluster, C38H78Cl2N4O6P overall from the Open Molecules 2025 dataset. Energies are from ωB97M-V with the def2-TZVPD basis set.

Properties
- Charge: -1
- Highest occupied orbital energy: -5.152 eV

Each line ends with the Mulliken charge.
Cartesian coordinates (Å):
H (-4.42249, 0.39681, -4.27138)  0.60
N (2.84576, -2.43956, -2.68785)  0.66
C (1.57885, 1.87734, -3.44042)  -1.77
C (-6.08950, -3.79252, 5.21574)  -0.81
C (0.81655, 0.61975, -2.96553)  3.09
H (-0.62761, -0.75934, -3.79067)  0.58
H (-3.59156, -0.30865, 0.04031)  0.38
H (0.06882, 5.20728, 1.38178)  0.38
C (2.03543, -2.96496, 0.32097)  -0.74
N (3.30118, 5.00308, -3.97773)  -0.93
H (4.92202, -2.26519, -2.68731)  0.40
Cl (3.10877, 3.37543, 1.18165)  -0.16
H (-5.32838, 1.63266, 0.12038)  0.46
H (-3.29158, -1.67405, -3.68282)  0.51
H (-5.70098, -3.00136, 1.89107)  0.20
H (3.04024, -3.23500, -0.01438)  0.25
H (-3.33093, 1.34100, -3.23712)  0.15
H (9.39128, 5.15734, -1.39921)  0.36
H (-5.28127, -0.92876, -2.36066)  0.40
H (-6.32191, -2.27384, 6.73225)  0.33
H (8.15875, 4.27590, 2.80435)  0.27
H (-1.17113, 2.00095, -3.96931)  0.29
O (2.94801, -3.01358, -4.93091)  -0.55
H (-7.14810, -1.54913, 3.74045)  0.08
C (-3.22564, -0.80945, -3.01070)  0.29
H (-6.78556, -3.86522, 7.24464)  0.35
C (-5.50121, 0.64820, -0.31502)  -1.29
H (8.07281, 5.12740, -0.23533)  0.24
H (5.24842, 2.62935, -0.45694)  -0.22
C (9.17763, 3.24617, -0.40816)  -0.70
C (-1.05589, 1.17200, -4.65983)  -0.50
H (-9.53512, -1.31987, 5.64061)  0.38
H (1.11512, -1.90644, -3.72990)  0.41
H (3.48714, -4.90225, -2.39364)  0.35
C (3.09045, -4.80703, -3.40052)  -1.42
H (-9.80351, -5.83760, 6.46988)  0.43
H (-5.79684, -3.04823, 4.47705)  0.14
C (1.82768, 4.36520, 0.54654)  0.95
H (-5.64544, -2.54152, 0.17188)  0.41
H (8.80658, 2.87779, -1.36687)  0.36
H (2.31546, 4.95663, -4.21048)  0.34
C (7.04539, 2.76931, 0.71797)  -0.60
H (8.62889, 1.73492, 2.53251)  0.39
C (-8.21254, -1.58459, 3.96821)  -0.67
H (-4.17505, -1.97044, -1.49368)  0.35
H (-6.97562, -0.87771, 0.12111)  0.43
H (6.62945, 3.22044, -1.36711)  0.31
H (-8.08731, -5.58822, 6.75088)  0.29
O (0.77544, 1.15390, -0.65817)  -0.56
O (1.85995, -0.32477, -2.65983)  -0.74
C (-8.48672, -1.59028, 5.47630)  -0.95
C (0.54087, -2.19342, -1.69414)  0.03
C (1.56996, 4.33518, -0.75421)  -0.56
H (-6.90523, 0.40701, 1.30284)  0.37
H (-9.27298, -4.78443, 7.78887)  0.33
C (0.99670, -3.31287, -0.75572)  -1.29
O (-5.47038, -0.98509, 1.54468)  -0.38
H (1.34846, -4.16880, -1.33480)  0.18
C (-9.11638, -3.90825, 5.81667)  -0.30
C (-0.07546, 0.12495, -4.10576)  -1.91
C (-5.24503, -2.32647, 1.16141)  -0.77
H (2.64500, 1.66034, -3.33100)  0.28
H (-5.17523, -4.27051, 5.57263)  0.45
H (1.47495, 6.27123, 1.44385)  0.30
C (-2.42698, 0.59803, -5.02055)  -1.54
H (4.19168, 5.06306, -1.63004)  0.02
H (0.09686, -3.66472, -0.24149)  0.50
H (-6.11684, 0.80804, -1.20403)  0.31
C (1.14356, 5.23844, 1.55133)  -1.48
C (2.95698, -3.35657, -3.78329)  0.80
P (3.61156, 4.26170, -2.63587)  0.69
H (4.09374, -1.01714, -1.77173)  0.32
H (2.42324, -0.86488, -0.00658)  -0.31
H (9.74459, 5.23850, 0.32000)  0.29
H (9.85549, 4.53085, 2.37950)  0.23
O (-1.17193, 1.23830, -1.76529)  -0.72
H (-8.65753, -0.69292, 3.52198)  0.44
H (-0.31942, -2.58760, -2.24504)  0.34
O (1.23795, 3.04718, -2.70688)  -0.28
H (3.32529, -0.36781, 2.12750)  0.37
H (3.77712, -5.27969, -4.10084)  0.41
Cl (0.42919, 5.46967, -1.38882)  -0.22
H (-3.57563, 0.91884, -1.17995)  0.16
C (2.83789, -1.33937, 2.07740)  -1.56
H (2.12037, -5.29434, -3.46631)  0.26
H (1.34813, 4.88550, 2.55625)  0.43
H (10.15303, 2.16580, 1.79997)  0.37
N (8.47834, 2.53097, 0.64341)  0.15
H (6.51519, 1.50150, -0.96049)  0.27
H (-8.92209, -4.26693, 4.79268)  0.23
C (-6.84503, -3.17377, 6.40067)  -0.76
C (6.32422, 2.51189, -0.59532)  -0.56
C (9.14132, 3.80507, 2.76733)  -0.98
C (0.03773, 1.02191, -1.64757)  -0.26
C (-3.41121, 0.44591, -3.85157)  -0.47
N (-8.24227, -2.82003, 6.21101)  0.14
H (10.22744, 2.94228, -0.37214)  0.37
H (6.79992, 3.78914, 1.05681)  0.18
C (2.04101, -1.51033, 0.78042)  0.70
H (-2.24362, -0.83628, -2.54326)  -0.52
H (-4.17201, -2.52454, 1.13790)  0.26
H (0.57769, -0.20538, -4.92093)  0.63
H (9.43518, 3.57847, 3.79443)  0.40
H (0.16229, -1.36145, -1.10687)  -0.05
C (-4.27972, -0.96849, -1.91820)  -1.20
H (4.12982, -0.95291, -3.55845)  0.31
H (-6.68241, -4.55712, 4.71100)  0.23
C (-6.28417, -0.22943, 0.66856)  -0.49
H (-7.90143, -0.79615, 5.94744)  0.37
H (6.64874, 2.09342, 1.47631)  0.50
H (1.83773, -3.58339, 1.20309)  0.55
H (-2.89565, 1.25498, -5.75815)  0.50
H (-0.62963, 1.57588, -5.58393)  0.53
H (3.61308, -2.10229, 2.17357)  0.38
C (2.19392, 3.41996, -1.76313)  0.70
H (-10.13635, -3.51401, 5.81273)  0.44
C (9.08996, 4.77971, -0.42008)  -0.96
H (2.17690, -1.40600, 2.94149)  0.35
C (-4.15971, 0.08254, -0.80080)  0.11
C (9.12445, 2.51116, 1.94123)  -0.67
H (1.39672, 2.08270, -4.49295)  0.21
C (-9.05994, -5.09599, 6.76538)  -1.43
H (2.55805, 2.54474, -1.21708)  -0.17
C (1.54501, -1.68277, -2.75272)  -0.29
H (-8.64682, -2.45096, 3.46738)  0.29
C (4.05233, -1.60115, -2.68554)  -1.24
H (-2.30133, -0.36791, -5.52225)  0.35
H (4.58814, 3.25549, -2.78142)  -0.06
H (1.02047, -1.17754, 0.95249)  0.19

# 2
Here is a 10-piece molecular cluster, C38H78O10 overall from the Open Molecules 2025 dataset. Energies are from ωB97M-V with the def2-TZVPD basis set.

Properties
- Energy above the lowest of the compared OMol25 structures with the same formula, charge and spin: 0.0 kJ/mol
- Charge: 0
- SMILES string: C1CCOC1.C1CCOC1.C1CCOC1.C1CCOC1.C1CCOC1.C1CCOC1.C1CCOC1.C1CCOC1.C1CCOC1.CCO
- Highest occupied orbital energy: -9.320 eV

Each line ends with the Mulliken charge.
Cartesian coordinates (Å):
C (5.46565, 1.20580, 0.16810)  -0.87
C (-0.31998, -1.57341, -6.08621)  -0.44
H (0.19519, -2.50732, -5.84636)  0.30
H (2.28369, 3.82448, 5.90288)  0.36
C (2.79274, -2.34118, -2.49496)  -0.33
H (-3.05890, -2.54882, 2.60989)  -0.52
O (-0.38093, -0.88910, -4.82242)  -0.23
H (-2.86806, -4.51691, -2.32325)  0.50
H (2.07231, 2.97592, -4.39119)  0.44
H (-0.84495, 4.11867, 4.18192)  -0.52
C (-0.67941, -1.27916, 0.81734)  0.67
H (2.76789, -2.09730, -3.55236)  0.44
H (0.88382, 5.44431, 4.58444)  0.35
O (-2.41357, -4.40810, 0.85693)  -0.32
C (2.46157, 3.90062, 4.83213)  -0.69
H (1.76487, 1.14051, -3.06587)  0.06
H (0.43421, 4.58763, 2.45865)  -0.39
H (6.61283, 2.57782, -1.12087)  0.42
H (3.75229, 1.29066, 1.62181)  0.33
C (4.12316, 1.05752, -5.17009)  -0.54
H (-1.68939, 3.78911, 1.39234)  -0.02
H (-4.70583, 0.67398, 1.97717)  0.13
H (0.96289, -0.55391, 2.06094)  0.47
H (5.33592, 1.58811, -1.90323)  -0.14
H (-2.08043, -1.01780, -7.07989)  0.28
H (-1.55728, -4.18905, 4.09600)  0.19
C (0.70617, -0.64699, 1.00468)  -0.57
H (6.07912, 1.65828, 0.96776)  0.33
C (-3.08591, -3.84567, -0.25838)  -0.20
H (-2.29797, 5.86692, 1.86160)  0.31
O (-1.83378, -2.50181, 5.29650)  -0.50
C (-2.89677, 5.17461, 2.45472)  -0.59
O (1.89120, 3.17424, 2.70383)  -0.10
C (4.02348, 1.41437, 0.57033)  0.75
H (-3.44957, 3.32883, 1.42057)  0.26
H (5.84714, 0.18743, 0.18512)  0.42
C (-2.24377, -4.20290, -1.48413)  0.51
C (-2.61494, 3.75824, 1.96979)  -0.08
C (2.83822, 1.28874, -3.20118)  1.42
H (-0.70852, -1.93050, -0.06258)  -0.98
H (-4.39496, -1.70099, 3.39376)  0.41
O (-4.09722, 0.34627, -0.56957)  -0.49
H (1.07249, -1.41992, -1.56002)  -0.55
C (1.79225, 5.07705, 4.10513)  -0.69
H (2.64341, -4.99228, -0.45971)  0.29
O (4.75640, 3.25825, -0.71055)  -0.53
H (0.69960, -2.82655, -2.52816)  -0.01
H (0.13412, -0.96320, -6.86484)  0.26
H (-3.54166, -1.63830, -5.19424)  0.44
H (-3.33300, 2.44369, 3.54783)  0.30
H (0.55534, 1.52390, 1.16254)  -0.50
C (5.61121, 2.16649, -1.01054)  -0.16
H (-0.95325, 0.53989, -1.23769)  -0.47
H (-3.97554, -4.40011, 3.67853)  0.31
H (-1.71932, -3.30732, -1.82758)  -0.68
C (2.80055, -3.94116, -0.71995)  -0.51
H (4.10624, 3.25273, -5.63414)  0.40
H (-2.37489, -2.78489, -4.58591)  0.01
C (4.17030, 2.53146, -4.82484)  -0.59
C (-0.88878, 0.75252, -0.16505)  -0.52
H (-1.27429, -6.16230, -1.62438)  0.45
H (3.54256, 3.93576, 4.68313)  0.35
H (-0.88566, -5.86714, 1.00071)  0.47
H (-2.77858, -0.67448, 4.95674)  0.22
H (1.26543, 1.14132, -0.30012)  -0.63
H (3.29580, 3.44058, -3.14649)  0.24
H (-6.13935, 0.23154, -0.69404)  0.39
H (-0.96163, -1.89178, 1.67158)  0.16
H (-3.03712, -2.75561, -0.20503)  -0.27
H (2.92923, -4.45082, -2.81910)  0.29
O (3.67640, 0.41695, -3.95660)  -0.42
C (1.93317, 2.72207, 4.04891)  -0.47
H (3.29925, 1.42414, -2.22166)  -1.19
H (5.07169, 2.62393, -4.21360)  0.20
O (1.53472, -3.27816, -0.69332)  -0.36
C (-1.25256, -5.25232, -1.02372)  -0.03
H (2.54118, 1.81747, 4.07350)  0.42
H (-1.55913, -1.16171, 3.81131)  -0.03
C (3.73179, 2.87909, 0.21466)  -0.05
C (1.50853, 4.54814, 2.68051)  0.07
C (-5.49267, 0.93754, 1.26950)  -0.90
H (2.45475, 5.94486, 4.12516)  0.33
C (-1.75468, -5.58202, 0.40707)  -0.74
C (-1.74055, -0.66549, -4.44611)  0.16
H (-5.37092, -1.01527, 0.30407)  0.12
H (4.43157, -3.77711, -2.17086)  0.42
C (-2.41843, 2.96162, 3.24763)  -0.11
H (-6.47096, 0.79856, 1.74093)  0.45
H (1.98739, 5.06861, 1.85200)  0.44
C (-2.46747, -1.82821, -5.10584)  -0.32
C (-2.23346, -3.80052, 4.86511)  -0.45
C (-1.93149, 4.01060, 4.25729)  0.24
H (-2.45940, -6.42240, 0.43056)  0.29
C (-1.79094, -1.85763, -6.44138)  -0.76
H (-5.44638, 1.99853, 1.02810)  0.18
C (0.52223, 0.74236, 0.39620)  1.53
H (-0.23442, -4.89176, -0.89856)  -0.42
H (-1.78601, -0.64824, -3.35754)  -0.26
H (3.36918, 0.75514, -5.90728)  0.24
H (3.86768, 3.45169, 1.12801)  0.18
H (-4.12568, -4.16312, -0.37498)  0.43
H (3.38707, -1.55870, -2.01335)  -0.05
H (3.48262, -3.58970, 0.06431)  0.30
H (-2.21689, 3.78019, 5.28048)  0.42
H (-3.95991, 5.39554, 2.34614)  0.31
O (-1.57216, -0.18008, 0.66230)  0.30
O (-2.51251, 5.24883, 3.82417)  -0.50
C (2.98867, 2.68902, -3.87537)  -0.58
H (-3.41000, 0.29231, 0.10926)  0.22
C (-5.34580, 0.04469, 0.02778)  -0.12
C (3.34377, -3.72216, -2.11787)  -0.73
H (3.41207, 0.67110, 0.04538)  -0.73
H (-2.19346, 0.25736, -4.82827)  0.23
C (-2.40817, -1.53356, 4.39368)  -0.07
H (2.74987, 2.88440, -0.26230)  0.09
H (-4.36092, -3.49599, 5.11763)  0.32
H (-1.29354, 1.75550, -0.01589)  0.46
H (1.53388, -1.17890, 0.54151)  0.03
H (-1.97946, -2.79306, -6.96815)  0.36
H (0.91525, 2.43181, 4.34337)  0.18
H (-1.70953, 2.13097, 3.16777)  -0.04
C (-3.47734, -2.25329, 3.57830)  0.42
C (-3.62621, -3.58173, 4.31104)  -0.61
H (5.10447, 0.61834, -5.34739)  0.32
H (-2.25642, -4.48961, 5.70804)  0.36
C (1.42624, -2.42204, -1.81210)  0.62

no.,maximum force (eV/A),M (g/mol)
1,0.76,788.9
2,2.79,695.0